[1]
{"formula": "C43H66OP3S3SiTi", "method": "ωB97M-V/def2-TZVPD", "elements": ["C", "H", "Ti", "H", "H", "H", "H", "C", "C", "C", "H", "H", "H", "C", "H", "H", "H", "H", "C", "H", "H", "H", "H", "C", "C", "C", "H", "H", "H", "H", "H", "C", "S", "C", "P", "H", "H", "H", "H", "H", "C", "C", "H", "H", "C", "H", "H", "H", "C", "H", "H", "H", "P", "C", "P", "C", "H", "C", "H", "H", "C", "H", "C", "O", "C", "H", "H", "C", "H", "H", "C", "H", "C", "H", "H", "C", "H", "C", "C", "S", "C", "H", "C", "H", "H", "C", "C", "C", "H", "S", "H", "H", "H", "H", "H", "H", "C", "C", "H", "C", "C", "Si", "C", "C", "C", "H", "C", "H", "H", "H", "C", "H", "H", "H", "C", "C", "H", "H"], "coordinates": [[3.657, 1.780, 0.890], [5.389, 2.996, 1.109], [0.281, -0.414, 0.594], [4.327, 3.132, 2.492], [-4.183, 4.056, -0.494], [0.378, 3.493, 4.232], [2.384, 3.359, 2.842], [4.341, 3.044, 1.407], [-1.868, -0.482, 0.604], [0.665, 2.568, -1.262], [-2.845, 0.732, 3.509], [4.057, -2.529, -2.691], [-0.983, -4.834, 2.269], [-3.975, 3.079, -0.930], [0.867, -3.492, 4.552], [0.368, -3.876, -0.546], [-4.171, 2.004, 0.936], [2.449, -4.257, -2.764], [1.839, -4.611, -1.932], [5.069, 1.473, -0.702], [1.746, -2.068, 3.993], [-0.652, -2.205, -2.183], [-1.885, -3.331, 0.471], [1.207, 2.989, -0.035], [0.758, -2.528, 4.055], [3.339, 0.229, -4.485], [-4.313, -1.268, 3.602], [-2.522, 3.584, 1.502], [2.091, 1.801, 4.871], [-0.667, -3.868, -2.777], [0.532, -2.731, -3.385], [-0.021, -3.035, -2.496], [-3.093, -1.743, 1.668], [3.991, 1.589, -0.588], [1.788, 1.738, 1.165], [4.718, -0.994, -0.574], [-4.209, 0.427, -5.200], [-4.881, -0.488, 0.682], [-1.554, 2.120, 1.323], [-5.116, -1.601, -2.137], [0.470, 4.886, -1.945], [-1.218, 0.518, -2.692], [-3.124, -4.071, 1.498], [-2.735, -0.093, 5.065], [2.452, -1.156, -2.232], [0.271, -1.249, 5.717], [-4.899, 2.711, -1.369], [2.553, -4.419, 0.981], [3.313, -3.657, 1.143], [2.484, -5.047, -1.172], [-0.120, 3.224, -3.153], [-2.953, -2.315, 3.980], [1.902, -2.028, -0.723], [3.499, -2.739, -0.062], [-3.126, 0.462, -0.508], [4.483, -1.624, 0.282], [-0.424, 2.264, 3.266], [0.306, 3.532, -2.204], [3.505, 0.713, -1.006], [3.049, -3.076, 2.027], [-1.021, 0.443, -4.072], [-3.244, 3.216, -1.728], [3.960, -0.953, -4.111], [-1.131, -1.336, -0.115], [-6.033, 0.521, -0.742], [-0.011, 0.419, -4.458], [-5.518, -2.365, -0.608], [-3.373, 0.434, -4.514], [5.415, -2.061, 0.643], [1.830, 1.663, -4.013], [-4.807, -0.330, -0.395], [-6.094, 1.425, -0.140], [-3.411, 2.165, 0.162], [-1.111, -2.156, 5.113], [4.047, 0.931, 1.454], [2.279, 0.714, -3.737], [1.203, -5.408, -2.320], [-4.810, -1.696, -1.097], [-2.289, -3.369, 1.484], [-0.711, -0.173, 3.818], [-2.549, 0.485, -2.232], [4.077, -1.001, 1.083], [-2.190, 2.826, 0.792], [1.077, 6.348, -0.496], [-1.603, 3.325, 0.026], [3.528, -1.632, -2.981], [0.944, -3.494, -1.398], [-3.239, -1.402, 3.464], [3.902, -3.333, -0.882], [0.309, -2.837, 2.323], [0.000, 3.821, 2.543], [-1.574, -3.739, 3.509], [3.922, 3.945, 0.960], [-6.100, 0.794, -1.792], [-3.825, -2.172, -1.091], [3.689, 0.775, -5.351], [-1.233, -3.794, 2.477], [-2.513, -0.182, 4.002], [3.328, 1.327, 3.713], [-0.210, -1.623, 4.814], [1.806, 0.026, -2.618], [0.351, 0.742, -1.642], [0.325, 3.048, 3.238], [-2.071, 0.393, -4.976], [1.344, 4.349, 0.229], [1.726, 4.690, 1.182], [0.974, 5.294, -0.719], [-4.624, 0.483, -2.806], [4.792, -1.341, -4.682], [1.764, 0.506, 3.716], [2.255, 1.474, 3.844], [-1.869, 0.334, -6.038], [4.256, -4.163, 1.356], [3.688, 2.462, -1.167], [1.702, 2.511, 2.856], [-3.604, 0.464, -3.150], [0.196, 5.619, -2.692], [-6.914, -0.081, -0.514]], "multiplicity": 1, "e_above_lowest_kj_mol": 300.8, "charge": 3}



[2]
{"formula": "C43H69IN3O18P5S", "method": "ωB97M-V/def2-TZVPD", "elements": ["C", "O", "C", "H", "H", "C", "H", "H", "H", "H", "C", "C", "H", "H", "C", "O", "C", "H", "H", "H", "P", "O", "H", "H", "H", "C", "C", "C", "H", "H", "C", "H", "H", "H", "C", "H", "O", "H", "H", "C", "H", "C", "H", "H", "O", "C", "H", "O", "H", "O", "O", "H", "C", "H", "H", "H", "O", "C", "H", "H", "H", "C", "H", "C", "H", "H", "H", "S", "C", "H", "O", "C", "O", "C", "H", "H", "H", "C", "C", "C", "C", "H", "C", "H", "P", "H", "H", "H", "H", "H", "H", "C", "H", "C", "H", "C", "H", "C", "O", "H", "O", "H", "N", "O", "C", "C", "P", "C", "H", "O", "H", "O", "H", "H", "O", "N", "C", "H", "N", "O", "H", "H", "C", "P", "C", "I", "H", "C", "H", "H", "P", "C", "C", "H", "C", "H", "H", "C", "H", "C"], "coordinates": [[1.329, -3.056, -8.692], [-0.873, -0.540, 7.542], [-0.991, -1.789, -11.230], [2.077, -0.073, 5.918], [-0.786, -4.023, 11.901], [1.310, 1.009, 0.584], [3.532, 2.229, -3.783], [-0.043, 1.060, 6.512], [3.489, 2.866, -2.145], [1.933, -1.955, -6.935], [-4.076, -1.882, -1.139], [6.062, 2.121, -2.291], [8.154, 2.199, -1.862], [-3.003, -1.845, -0.956], [-6.383, 2.331, -0.956], [0.613, 3.172, -0.185], [0.868, 1.506, -4.053], [-0.218, 1.484, -4.156], [2.047, -1.377, 3.765], [-0.464, 3.494, 9.447], [-0.432, -0.762, 9.075], [-1.105, -0.647, -7.542], [-0.957, -2.860, -11.429], [5.379, 2.480, 2.951], [-4.570, 3.298, -0.308], [4.932, 1.325, -2.387], [4.886, 4.359, 5.705], [1.280, 1.643, -2.577], [1.224, 2.342, -4.656], [1.432, -4.511, 2.717], [7.360, 0.202, -1.699], [-0.346, -0.392, 5.580], [-6.675, -2.305, -3.972], [-5.462, -3.136, -2.229], [2.174, 3.244, 1.539], [-8.943, -0.598, -2.810], [-1.433, 0.277, 9.797], [6.004, 3.190, -2.469], [-3.944, -3.932, -1.805], [-0.685, 2.491, 9.082], [-0.326, 0.239, -2.328], [-1.291, -3.238, 11.335], [5.441, 4.787, 6.532], [-0.032, -1.500, -10.788], [-1.321, -2.108, 9.182], [2.911, 4.003, 4.691], [1.874, -0.096, 7.670], [0.052, -4.186, 0.595], [4.133, -0.663, -2.243], [2.117, -4.213, 2.108], [-4.445, -0.597, -1.636], [-1.271, -4.124, 9.382], [0.027, -0.030, 6.539], [-7.481, -0.989, -4.800], [4.358, 5.032, -0.127], [3.481, -1.610, 2.945], [2.355, 0.773, 4.011], [-2.116, -2.268, -5.561], [-2.103, -0.403, -10.000], [3.019, -1.777, -8.326], [-6.657, 3.227, -1.515], [0.832, 0.253, -0.490], [-4.569, -2.079, -0.183], [6.239, -0.601, -1.819], [3.059, 6.398, 2.712], [-0.198, -4.616, 1.422], [-4.908, 1.795, 0.535], [2.747, -4.281, -0.667], [1.828, 0.364, 1.715], [0.168, 2.160, 8.483], [-6.611, -0.360, -0.382], [-8.419, -1.544, -2.953], [2.555, 1.068, -2.354], [0.905, -1.140, -0.409], [-1.698, 1.954, 10.898], [1.267, 2.713, -2.354], [1.389, -2.968, -9.779], [3.494, 3.246, 3.677], [-7.188, -1.353, -3.815], [1.976, -1.861, -8.022], [5.016, -0.044, -2.166], [8.308, -0.236, -1.411], [-0.848, -3.253, 9.886], [-7.300, 1.941, -0.516], [-1.053, -2.054, -7.977], [1.542, -1.555, 6.735], [1.836, 4.145, 4.665], [-3.990, -2.740, -3.117], [-1.556, 2.538, 8.428], [-4.239, -2.631, -5.598], [-1.094, -1.256, -12.175], [7.284, 1.562, -1.947], [1.473, -0.929, -8.296], [1.458, -1.810, 0.698], [-3.088, -1.623, -10.801], [-0.937, 1.540, 10.237], [-1.428, -1.457, -5.318], [3.599, 1.939, -2.728], [-6.254, -0.391, -3.289], [6.654, 3.521, 4.840], [-5.841, 1.412, -1.902], [-3.750, -1.212, -6.510], [3.571, 4.567, 5.694], [2.276, 5.872, 2.505], [2.648, 2.629, 2.626], [-2.138, -1.455, -10.294], [-6.001, -0.183, -1.711], [5.585, 3.643, 4.748], [0.236, -3.338, 9.807], [-0.043, -3.264, -8.307], [1.254, 0.573, -4.467], [0.731, -0.994, 9.948], [-0.484, 1.665, -1.355], [-3.774, -1.153, -4.737], [-1.742, -2.896, -6.784], [4.204, 5.107, 0.871], [4.869, 3.064, 3.710], [-2.007, -3.020, -4.775], [2.475, -1.676, 2.905], [-2.150, -2.289, -9.137], [1.865, -3.964, -8.419], [-0.028, 1.402, 10.828], [-5.370, 2.688, 0.115], [1.578, -3.651, 0.710], [2.285, 1.193, 2.867], [0.145, -2.262, -2.026], [6.310, -1.662, -1.621], [-3.552, -1.781, -5.602], [-2.368, -3.402, 11.405], [-1.081, -2.276, 11.803], [2.503, 5.037, 1.112], [1.291, 2.511, 0.575], [-4.381, -2.988, -2.132], [4.701, 4.362, 1.350], [1.914, -1.033, 1.771], [-9.099, -2.256, -3.420], [-5.844, 3.251, 0.920], [1.464, -0.465, 6.725], [-8.156, -1.932, -1.965], [0.232, 0.925, -1.705]], "multiplicity": 1, "smiles": "C[C@@H](Cc1c(I)c(P(O)(O)=S)c(N)c2c1C(=O)C(P(N)O)=C(c1cccnc1)C2=O)OCc1ccccc1.CCOP(=O)(OCC)OCC.CCOP(=O)(OCC)OCC.CCOP(=O)(OCC)OCC"}



Record-wise electronic energy values, in eV: -139052.09289; -152423.00846